DFT (ωB97M-V/def2-TZVPD) results for a cluster of 12 separate species, C48H60F36O24 in total in a non-equilibrium geometry.

The LUMO energy is 0.000 hartree. The SMILES is CCOC(=O)C(F)(F)F.CCOC(=O)C(F)(F)F.CCOC(=O)C(F)(F)F.CCOC(=O)C(F)(F)F.CCOC(=O)C(F)(F)F.CCOC(=O)C(F)(F)F.CCOC(=O)C(F)(F)F.CCOC(=O)C(F)(F)F.CCOC(=O)C(F)(F)F.CCOC(=O)C(F)(F)F.CCOC(=O)C(F)(F)F.CCOC(=O)C(F)(F)F. The total energy is -7265.94283 Eh. For the HOMO-LUMO gap, the calculation gives 10.68 eV.

```
168
Properties=species:S:1:pos:R:3:mulliken_charge:R:1
C 0.02234 -1.71642 -10.46151 -1.2073
C -0.66544 -2.03339 -9.08711 -0.0756
O -0.05065 -1.24361 -8.08371 -0.1682
C -0.51851 -1.16020 -6.80463 0.2473
O -1.48973 -1.78558 -6.36504 -0.5569
C 0.35202 -0.15919 -5.98501 0.9754
F -0.40711 0.61069 -5.14820 -0.2287
F 1.07696 -0.90731 -5.18900 -0.1938
F 1.06873 0.60536 -6.74073 -0.2456
H 1.10358 -1.75267 -10.59448 0.3229
H -0.27660 -0.67230 -10.55400 0.3214
H -0.36596 -2.28745 -11.30488 0.3704
H -0.42711 -3.06507 -8.82841 0.1635
H -1.74603 -1.92676 -9.18228 0.3185
C 0.07215 3.56740 8.28923 -0.9347
C -0.28195 4.91703 7.69780 -0.3343
O -1.46980 4.86377 6.87451 -0.2396
C -2.70574 4.95801 7.37849 0.3012
O -3.03251 5.22690 8.52369 -0.5595
C -3.78356 4.63495 6.28022 0.8861
F -4.47857 3.67711 6.67842 -0.2380
F -4.66661 5.64321 6.04329 -0.2868
F -3.12746 4.20241 5.16935 -0.1735
H -0.77612 2.91315 8.49039 0.2766
H 0.41484 3.73709 9.30995 0.3380
H 0.82525 3.01132 7.73091 0.2472
H 0.54355 5.31725 7.10918 0.3678
H -0.40110 5.65773 8.48853 0.3580
C -1.82014 1.58288 2.01658 -1.3588
C -0.45712 1.45128 1.44689 1.8420
O -0.58234 0.54969 0.27702 -0.2981
C 0.41565 0.02140 -0.27333 0.6889
O 1.54933 0.24054 0.10265 -0.4612
C 0.07030 -0.97497 -1.45701 0.5733
F 0.54637 -2.24035 -1.14011 -0.2038
F -1.25458 -1.14807 -1.56000 -0.3018
F 0.38700 -0.61230 -2.63696 -0.1664
H -2.59902 1.83305 1.29626 0.4121
H -1.85456 2.30568 2.83174 0.2574
H -2.12594 0.68711 2.55712 0.2093
H 0.26408 1.10312 2.18633 -1.0456
H -0.07388 2.43986 1.19403 -0.3980
C -2.04810 0.94858 5.75082 -0.8213
C -3.12716 0.07580 5.10448 -0.4913
O -4.08679 0.88120 4.42369 0.0319
C -4.99253 0.32999 3.59464 0.2762
O -5.00974 -0.89056 3.24029 -0.5655
C -6.10067 1.28652 3.12578 0.8649
F -5.78550 2.53317 3.28527 -0.1772
F -6.29613 1.07784 1.81677 -0.2528
F -7.23101 0.92003 3.85537 -0.2667
H -1.19343 0.44168 6.19880 0.4644
H -2.40760 1.59388 6.55234 0.2850
H -1.62541 1.60314 4.98858 -0.0591
H -3.56279 -0.49760 5.92273 0.5559
H -2.64562 -0.67927 4.48313 0.2514
C 2.84474 1.13249 3.30606 -0.1222
C 2.15426 0.02656 4.19132 -0.5224
O 1.70355 -1.07094 3.34826 0.0218
C 0.51822 -1.67905 3.68058 0.1751
O -0.21544 -1.40004 4.67295 -0.5764
C 0.23586 -2.95184 2.81477 0.8126
F 0.41613 -2.69730 1.48977 -0.1080
F 1.09856 -3.84783 3.29682 -0.2411
F -0.98159 -3.48041 3.00446 -0.2528
H 3.21299 1.93219 3.94868 0.4372
H 2.25361 1.56696 2.49989 -0.1707
H 3.69994 0.60095 2.88868 -0.1213
H 1.31411 0.55987 4.63611 0.2055
H 2.87667 -0.31493 4.93267 0.5166
C 2.59581 3.63855 -3.45046 -1.1636
C 3.20873 3.63665 -2.00241 0.2929
O 3.76879 2.34592 -1.75505 -0.1156
C 4.97869 1.83382 -2.35996 0.0503
O 5.63830 2.46935 -3.16734 -0.5449
C 5.35266 0.38840 -1.87661 1.0834
F 4.28404 -0.28809 -1.42373 -0.2829
F 5.88376 -0.38041 -2.81862 -0.2375
F 6.16518 0.40174 -0.82853 -0.2687
H 3.25746 3.31222 -4.25285 0.4112
H 2.12599 4.60273 -3.64464 0.3797
H 1.75969 2.94291 -3.37911 0.2289
H 2.45626 3.86160 -1.24656 -0.1021
H 3.97617 4.39561 -1.85042 0.2697
C -6.00141 -2.96041 1.01319 -0.9063
C -7.45967 -2.46604 1.12964 -0.1646
O -8.14091 -3.55285 1.74326 -0.2317
C -9.35768 -3.98788 1.35705 0.3525
O -10.03484 -3.38480 0.47859 -0.5754
C -10.01495 -5.22542 2.04753 0.8875
F -11.03127 -4.77001 2.66716 -0.2389
F -10.47288 -6.02302 1.11114 -0.2407
F -9.18935 -5.85739 2.89566 -0.2419
H -5.56062 -2.89299 2.00781 0.1569
H -5.40424 -2.41309 0.28386 0.3417
H -6.05162 -4.00231 0.69691 0.3790
H -7.87640 -2.20642 0.15648 0.3400
H -7.58155 -1.62061 1.80676 0.1502
C -0.76609 -4.89842 -4.74392 -0.4204
C -1.09999 -6.32604 -5.11375 -0.4275
O -0.54775 -6.61039 -6.38379 -0.1613
C -1.02025 -7.71369 -7.04178 0.2945
O -1.86712 -8.46392 -6.57833 -0.5265
C -0.57067 -7.83656 -8.50014 0.8522
F 0.33820 -8.79085 -8.65005 -0.2314
F -1.71398 -8.06835 -9.20036 -0.2324
F 0.02010 -6.65640 -8.92308 -0.2317
H -1.44538 -4.57375 -3.95572 0.3930
H -0.76785 -4.29873 -5.65412 0.0335
H 0.23960 -4.73112 -4.35830 -0.0039
H -2.17359 -6.49348 -5.02763 0.3842
H -0.60008 -6.95477 -4.37693 0.2822
C 2.77853 8.33368 -0.14886 -1.1241
C 1.46011 7.98887 0.42274 0.0352
O 1.68490 7.09527 1.54565 -0.3137
C 1.45308 5.78317 1.36108 0.1702
O 1.01519 5.22996 0.35199 -0.3614
C 1.87676 4.87887 2.61236 0.8015
F 2.50708 3.79953 2.20892 -0.1614
F 2.54163 5.57080 3.48479 -0.2513
F 0.74387 4.33489 3.16505 -0.1687
H 3.39594 8.97225 0.48289 0.2993
H 2.58724 8.92222 -1.04616 0.3982
H 3.33276 7.46020 -0.49233 0.2386
H 0.89760 7.54730 -0.39987 0.0620
H 0.89394 8.88705 0.66939 0.3887
C 4.78611 -7.94816 -3.78275 -1.0934
C 5.15474 -6.99552 -2.68658 -0.2210
O 4.90615 -5.64401 -3.02592 -0.2313
C 3.63851 -5.08645 -2.98084 0.2044
O 2.52565 -5.67133 -2.84789 -0.5510
C 3.68168 -3.50233 -3.06576 0.9259
F 4.86777 -3.18846 -3.58455 -0.2799
F 2.74766 -3.07770 -3.89807 -0.1939
F 3.51057 -2.90637 -1.87226 -0.1556
H 3.74908 -7.83421 -4.09845 0.2758
H 5.06761 -8.96970 -3.52717 0.3704
H 5.36384 -7.71596 -4.67741 0.3201
H 6.19944 -7.01037 -2.37597 0.3150
H 4.55037 -7.16325 -1.79511 0.3206
C 4.69302 -1.52068 1.32128 -0.9227
C 5.21263 -1.96493 2.68993 -0.2947
O 6.51781 -1.51135 2.91231 -0.3649
C 7.68689 -2.24740 2.46742 0.2891
O 7.70621 -3.39890 2.04545 -0.5134
C 8.99013 -1.43022 2.54971 0.9168
F 9.98763 -2.13612 1.96877 -0.2551
F 8.89816 -0.26410 1.97333 -0.2166
F 9.24284 -1.34222 3.79341 -0.2386
H 4.76806 -0.43851 1.21469 0.2905
H 3.68103 -1.82487 1.05398 0.1665
H 5.35391 -1.92644 0.55533 0.5500
H 5.31240 -3.05032 2.69934 0.4697
H 4.50603 -1.67506 3.46762 0.1435
C -4.09095 5.78650 1.40837 -0.9604
C -4.28723 5.76167 -0.12694 -0.2783
O -3.46431 4.78921 -0.74357 -0.2755
C -2.15378 5.17275 -1.03333 0.3832
O -1.61228 6.24564 -0.61900 -0.5864
C -1.42103 4.19768 -1.95732 0.8679
F -0.55323 4.80571 -2.76585 -0.2180
F -0.59397 3.42501 -1.22940 -0.2130
F -2.31036 3.36354 -2.62471 -0.2796
H -4.84887 6.38424 1.91467 0.4776
H -3.15099 6.23513 1.72977 0.2687
H -4.22123 4.80875 1.87220 0.1613
H -4.07833 6.74972 -0.53708 0.3094
H -5.28044 5.46063 -0.46010 0.3393
```